14
Properties=species:S:1:pos:R:3:forces:R:3:nbo_charge:R:1 method="wB97M-V/def2-TZVPD" orbital_gap_ev=9.440 max_force_ha_per_bohr=0.0425 e_above_lowest_ev=2.262 lumo_energy_ev=0.65 homo_ev=-8.79
C -1.23495 -2.03486 0.82010 -0.5 0.3 0.5 -0.373
C -1.21762 -0.85556 0.15483 -0.5 -1.6 0.8 -0.115
Cl -2.60518 -0.49586 -0.80062 -0.5 0.4 -0.3 0.023
C -0.11588 0.12880 0.00704 -1.5 -0.5 0.3 0.487
N 1.05301 -0.15914 -0.28423 2.0 -0.6 -0.5 -0.629
S 1.54006 -1.76182 -0.54679 1.1 0.4 -0.6 0.176
O -0.49546 1.40404 0.12557 -0.3 0.2 0.1 -0.474
C 0.53699 2.34184 -0.10908 -0.6 2.0 -0.1 -0.261
H -0.40684 -2.39198 1.47214 -0.6 0.5 -0.7 0.226
H -2.19698 -2.65050 0.85929 1.6 1.0 -0.3 0.231
H 2.72024 -1.37853 -1.17797 -1.0 -0.4 0.6 0.126
H 0.13030 3.36831 0.14716 0.4 -1.4 -0.2 0.197
H 0.89148 2.36634 -1.13690 -0.3 -0.2 -0.3 0.189
H 1.40082 2.11891 0.46945 0.6 -0.1 0.8 0.195



29
Properties=species:S:1:pos:R:3:forces:R:3:nbo_charge:R:1 method="wB97M-V/def2-TZVPD" orbital_gap_ev="7.322 / 7.325" max_force_ha_per_bohr=0.1060 e_above_lowest_ev=0.000 lumo_energy_ev="-7.75 / -7.75" homo_ev="-15.07 / -15.07" charge=+2
B 0.40061 -1.44255 -2.28493 0.3 -2.6 -1.5 0.697
C -1.07416 -1.22827 0.00915 0.9 2.1 0.9 0.390
C 0.36963 0.91979 -3.23965 -0.2 -2.5 2.6 0.125
C -1.34339 0.78046 1.36119 1.5 0.4 -0.2 0.411
C 1.14923 -2.28505 -3.38892 -2.7 -0.2 4.8 -0.555
C -0.97136 2.08293 3.39091 -1.0 -0.2 1.0 -0.267
C -0.56948 1.29237 4.67873 -0.9 0.4 0.3 -0.076
N -0.89624 0.03868 0.37435 0.9 -1.7 -2.6 -0.636
N 0.36312 0.02260 -2.29418 -0.5 3.7 1.9 -0.672
N -0.58999 -1.90098 -1.00614 2.6 -2.6 -2.7 -0.725
N -0.51786 1.37659 2.16495 0.4 -0.3 0.2 -0.457
N 2.03201 -1.85433 -4.53416 -3.3 1.9 2.3 -0.693
O 0.81162 1.12172 4.90965 0.3 2.6 0.9 -0.703
H -1.50137 -1.85100 0.70952 -1.4 -1.3 1.6 0.196
H 0.39887 0.66903 -4.24112 0.1 -0.9 -2.0 0.193
H 0.26250 1.92100 -3.01651 0.0 2.0 0.7 0.218
H -2.31047 1.15696 1.39772 -2.2 0.0 0.3 0.208
H 1.17619 -3.40534 -3.15707 0.2 1.7 -1.0 0.253
H -0.56001 3.09043 3.40499 0.0 0.0 -0.1 0.234
H -2.13537 2.14189 3.46252 2.1 -0.1 -0.7 0.240
H -1.20210 1.75078 5.53175 1.3 -0.6 -1.1 0.205
H -0.90154 0.27417 4.54495 -0.5 -0.3 0.0 0.185
H 0.19111 0.44313 -1.23330 0.4 -1.0 -2.8 0.477
H -0.62219 -2.98781 -0.82998 -0.2 3.0 -0.6 0.454
H 0.48214 1.16801 1.96144 -0.8 0.3 0.9 0.438
H 1.35919 -1.90774 -5.32072 1.5 -0.3 -0.3 0.469
H 2.77781 -2.49064 -4.40375 1.5 -0.6 -1.2 0.467
H 2.26147 -0.85275 -4.32246 0.4 -1.2 -0.7 0.436
H 1.16002 1.95591 5.37105 -0.6 -1.8 -0.9 0.489



23
Properties=species:S:1:pos:R:3:forces:R:3:nbo_charge:R:1 method="wB97M-V/def2-TZVPD" smiles=ClC(Cl)Cl.ClC(Cl)Cl.ClC(Cl)Cl.BrCCBr orbital_gap_ev=10.862 max_force_ha_per_bohr=0.0104 e_above_lowest_ev=0.047 lumo_energy_ev=0.43 homo_ev=-10.43
Cl 1.51428 2.92034 1.10366 0.0 0.1 0.1 0.023
C 1.61165 1.71806 -0.17448 0.3 -0.2 0.1 -0.300
Cl 3.17656 1.77208 -0.98808 0.1 0.1 0.0 0.014
Cl 0.30868 1.91493 -1.32307 -0.2 0.1 -0.2 0.026
H 1.53968 0.73052 0.26611 -0.1 0.0 0.1 0.227
Cl -3.09671 1.83875 -3.85782 0.0 0.1 0.0 0.011
C -4.07538 1.65779 -2.39164 0.0 0.1 -0.3 -0.287
Cl -4.96318 3.13815 -2.02782 0.0 0.0 0.0 0.021
Cl -3.06663 1.18983 -1.04108 0.0 -0.1 0.2 0.029
H -4.79600 0.87800 -2.59523 0.0 -0.1 0.1 0.228
Cl 1.61812 -1.44797 2.61254 -0.1 -0.1 0.0 0.001
C 2.61936 -0.37976 3.59964 0.4 0.0 -0.2 -0.288
Cl 1.68121 0.93808 4.25359 -0.2 0.2 0.2 0.041
Cl 3.98864 0.22713 2.65541 -0.1 0.0 0.0 0.021
H 3.02566 -0.96389 4.41377 -0.1 0.0 0.0 0.231
Br -2.34374 -2.36946 -0.04966 0.0 0.0 0.0 -0.009
C -0.63510 -1.49146 -0.35142 0.0 0.0 0.0 -0.456
C 0.37647 -2.52643 -0.77107 0.0 -0.3 0.5 -0.453
Br 1.99174 -1.65611 -1.40242 -0.1 0.0 -0.1 0.000
H -0.36114 -1.04751 0.60078 0.0 0.2 -0.1 0.223
H -0.78560 -0.72198 -1.10227 -0.1 -0.1 0.0 0.239
H -0.02105 -3.20560 -1.51783 0.2 0.2 -0.3 0.233
H 0.69248 -3.11349 0.08839 -0.1 -0.1 0.0 0.223



29
Properties=species:S:1:pos:R:3:forces:R:3:nbo_charge:R:1 method="wB97M-V/def2-TZVPD" smiles="[H]/N=C1/CC[C@@H](OC(=[NH2+])/C=C(/N)O)N=C1N" orbital_gap_ev=8.578 max_force_ha_per_bohr=0.1001 e_above_lowest_ev=0.955 lumo_energy_ev=-3.50 homo_ev=-12.07 charge=+1
H 3.15976 1.08466 3.48274 0.7 -0.1 0.1 0.330
N 2.25980 1.51386 3.58526 -1.9 0.2 -0.6 -0.558
C 1.50857 1.25852 2.57927 0.7 -0.8 0.5 0.250
C 0.00004 1.63640 2.52660 3.4 0.4 -2.0 -0.474
C -0.66925 0.91227 1.37419 -3.6 -3.3 1.7 -0.440
C -0.03907 -0.50427 1.19362 0.4 -1.2 4.8 0.255
O -0.85199 -1.46067 0.48501 -0.5 0.1 -1.2 -0.477
C -1.33112 -1.45168 -0.76250 0.7 -1.2 0.2 0.688
N -2.19991 -2.48854 -0.90115 0.0 0.5 0.2 -0.761
C -0.81275 -0.58398 -1.76559 -2.4 -2.1 -0.3 -0.522
C -1.19152 -0.54664 -3.10676 0.8 -0.3 0.8 0.649
N -0.79490 0.38712 -3.94422 2.3 2.6 -1.4 -0.809
O -1.89019 -1.48937 -3.66971 -2.5 -1.2 -0.1 -0.628
N 1.30588 -0.41963 0.78675 0.6 0.8 -0.6 -0.545
C 2.02688 0.44731 1.42520 0.6 -0.5 -1.1 0.384
N 3.34601 0.67344 1.05319 -2.5 0.8 3.0 -0.791
H -0.24509 1.42978 3.51117 -1.6 -0.5 1.7 0.257
H 0.14948 2.70286 2.41688 -1.0 0.5 -0.2 0.257
H -0.59812 1.22402 0.39372 0.5 2.1 -1.8 0.213
H -1.85446 0.73261 1.50052 2.6 0.6 0.2 0.231
H 0.00671 -1.12535 2.27938 -0.5 1.8 -2.6 0.192
H -2.96539 -2.51142 -1.57216 0.8 0.1 0.0 0.429
H -2.27313 -3.14004 -0.10984 0.0 0.8 -0.5 0.432
H -0.07469 0.03277 -1.41961 1.6 1.8 0.5 0.251
H 0.14198 0.80928 -4.00434 -0.8 -0.3 1.0 0.435
H -1.31847 0.69858 -4.73830 -0.5 -0.6 -0.3 0.411
H -2.28499 -1.27522 -4.55225 0.8 -0.1 1.0 0.517
H 3.57705 0.30996 0.18521 1.3 -0.7 -1.4 0.414
H 3.91286 1.14337 1.76772 0.1 -0.4 -1.5 0.409



102
Properties=species:S:1:pos:R:3:forces:R:3:mulliken_spin:R:1 method="wB97M-V/def2-TZVPD" orbital_gap_ev="7.344 / 7.265" max_force_ha_per_bohr=0.0393 e_above_lowest_ev=0.707 lumo_energy_ev="0.42 / 0.19" homo_ev="-6.92 / -7.07" multiplicity=4
V 0.10398 0.75279 -0.01010 -0.4 -1.2 0.2 2.698
C -0.39218 -2.66224 0.16025 0.0 0.3 -0.3 0.025
C -0.05939 -2.39855 -1.31901 -0.1 0.1 0.3 0.062
P -0.49095 -0.70580 -1.89793 -0.6 -0.6 -1.0 -0.024
C -2.30046 -0.71542 -2.19868 0.1 0.1 0.0 -0.024
C -3.09202 -1.84984 -2.15910 -0.1 -0.1 0.0 -0.007
C -4.44584 -1.77542 -2.47889 0.0 0.0 0.0 0.001
C -5.00690 -0.56471 -2.85580 0.0 0.0 0.0 -0.001
C -4.21031 0.57690 -2.91688 0.0 0.0 0.0 0.007
C -2.86846 0.49889 -2.58674 -0.1 0.0 0.0 0.009
C -0.02694 -0.86433 -3.69151 0.2 0.1 0.1 -0.016
C 0.79619 0.05578 -4.33065 0.0 -0.1 0.0 -0.010
C 1.10541 -0.07006 -5.68312 0.0 0.0 0.1 0.000
C 0.57814 -1.11609 -6.41941 0.0 0.0 0.0 0.000
C -0.26648 -2.03207 -5.79904 0.0 0.0 0.0 0.001
C -0.56600 -1.90686 -4.45199 0.0 0.0 0.0 -0.001
P 0.36449 -1.36187 1.24420 -0.2 -0.9 1.0 0.026
C 1.79187 -2.28827 1.97193 0.1 -0.1 -0.4 0.000
C 2.61081 -3.04165 1.12645 0.0 -0.1 0.0 -0.003
C 3.65491 -3.80430 1.63170 -0.1 0.0 0.0 0.004
C 3.91101 -3.80881 2.99817 0.0 0.0 0.0 -0.001
C 3.12331 -3.04199 3.84455 0.0 0.1 0.0 0.001
C 2.06773 -2.29002 3.33745 0.1 -0.1 -0.1 -0.010
C -0.69625 -1.33478 2.74556 0.0 0.0 -0.1 -0.024
C -0.76566 -0.17655 3.51446 -0.1 0.0 0.0 0.040
C -1.54610 -0.12808 4.66048 0.0 0.0 0.0 0.017
C -2.28590 -1.23963 5.03891 0.0 0.0 0.0 0.000
C -2.21485 -2.40354 4.28585 0.0 0.0 -0.1 0.000
C -1.40826 -2.45468 3.15452 -0.1 -0.1 0.0 -0.013
H -0.02134 -3.63854 0.45135 0.0 -0.2 0.1 -0.006
H -1.46785 -2.63010 0.32830 0.1 0.1 0.0 0.004
H -0.51451 -3.14125 -1.96770 0.0 -0.2 0.0 -0.010
H 1.01943 -2.45590 -1.47159 0.1 -0.1 -0.1 0.023
H -2.67685 -2.80306 -1.84979 0.0 0.0 0.0 0.000
H -5.06028 -2.66912 -2.42630 0.1 0.1 0.0 0.000
H -6.06407 -0.50773 -3.10260 0.2 0.0 0.0 0.000
H -4.64201 1.52826 -3.21203 0.1 -0.1 0.0 0.000
H -2.25128 1.38975 -2.61883 0.0 0.0 0.0 -0.007
H 1.19831 0.88285 -3.77295 0.1 0.0 0.0 -0.026
H 1.75999 0.65459 -6.15486 -0.1 0.0 0.0 0.000
H 0.81696 -1.21988 -7.47248 0.0 0.0 0.1 0.000
H -0.70673 -2.84080 -6.37150 0.0 0.0 0.0 0.000
H -1.24769 -2.61943 -4.00435 0.0 0.0 0.0 0.000
H 2.43525 -3.03832 0.05298 0.0 0.0 0.1 0.006
H 4.26859 -4.39347 0.95695 -0.1 0.1 0.1 0.000
H 4.72169 -4.40890 3.39879 -0.1 0.1 0.0 0.000
H 3.32314 -3.03207 4.91031 0.0 0.0 -0.1 0.000
H 1.45066 -1.71775 4.01554 0.0 0.0 0.1 0.000
H -0.22545 0.70612 3.20687 0.0 0.1 0.0 -0.046
H -1.60086 0.78560 5.24022 0.0 0.0 0.0 0.000
H -2.92444 -1.19693 5.91569 0.1 0.0 -0.1 0.000
H -2.79662 -3.27334 4.57055 0.1 0.0 0.0 0.000
H -1.35181 -3.37670 2.58461 0.0 0.1 0.0 0.000
C 4.05976 3.44370 -1.71997 0.4 0.2 0.0 0.000
Si 2.69144 2.16839 -1.68925 -0.1 0.0 0.1 0.065
C 3.42953 0.59390 -2.36612 0.2 -0.2 -0.2 0.030
C 1.37404 2.98984 -2.74496 -0.1 0.1 -0.2 0.076
C 2.02351 1.82486 0.00964 -0.3 0.7 0.2 0.366
C 1.07050 2.89548 0.37929 -0.1 0.3 -0.3 -0.339
C 1.30824 4.05652 1.14470 0.0 -0.1 0.0 -0.024
C 0.28695 4.95082 1.36290 0.0 0.0 0.0 0.021
C -0.99333 4.70355 0.85071 0.1 0.2 0.1 -0.022
C -1.19973 3.56295 0.13035 0.5 -0.4 -0.3 0.037
N -0.19742 2.67312 -0.10551 -0.1 2.0 0.4 0.018
Si 3.31775 1.43426 1.28605 -0.1 -0.1 0.0 0.010
C 2.51506 1.30912 2.96814 -0.2 0.0 0.3 0.018
C 4.13087 -0.19675 0.87259 0.3 -0.3 -0.1 0.017
C 4.72239 2.65662 1.47184 0.3 0.3 0.0 -0.002
H 4.28023 3.71822 -2.76213 -0.1 0.0 0.2 0.000
H 4.99067 3.07584 -1.27223 -0.2 0.1 -0.3 -0.001
H 3.76124 4.35842 -1.18660 0.1 -0.2 -0.1 0.000
H 3.69083 0.67522 -3.42969 0.0 0.0 0.2 0.001
H 2.75247 -0.25641 -2.24466 0.1 0.0 0.0 -0.008
H 4.35236 0.37401 -1.81023 -0.2 0.0 -0.2 0.008
H 1.68955 3.07857 -3.79363 0.0 0.0 0.2 0.001
H 1.23276 4.00900 -2.35665 0.0 -0.2 -0.1 -0.001
H 0.40474 2.49144 -2.71702 0.0 0.1 0.0 -0.034
H 2.31048 4.24987 1.50871 -0.1 0.0 0.0 0.002
H 0.47774 5.86017 1.92442 0.0 -0.1 0.0 0.000
H -1.81257 5.38753 1.02333 0.0 0.0 0.0 -0.001
H -2.16970 3.31289 -0.27434 0.0 -0.1 0.0 0.009
H 2.01137 0.34597 3.08058 0.0 0.1 0.0 0.002
H 1.77620 2.10352 3.13450 0.1 -0.1 0.0 -0.004
H 3.26620 1.38312 3.76411 -0.1 0.0 -0.1 -0.002
H 3.52110 -0.78121 0.17708 0.1 0.1 0.1 -0.001
H 4.27012 -0.79670 1.78270 0.0 0.1 -0.2 0.004
H 5.11954 -0.04480 0.41655 -0.2 -0.1 0.1 -0.002
H 4.40522 3.64872 1.82099 0.1 -0.2 0.0 -0.001
H 5.25806 2.79326 0.52669 0.0 0.0 0.4 0.000
H 5.43884 2.25676 2.20407 -0.1 0.1 -0.1 0.001
F -7.88718 -1.38891 1.95067 -0.4 -0.2 0.1 0.000
C -6.67311 -0.92994 1.67365 0.1 0.0 0.0 0.005
C -6.38591 0.40992 1.79105 0.1 0.1 0.0 -0.003
F -7.33977 1.25107 2.18528 -0.2 0.2 0.1 0.000
C -5.12273 0.87884 1.49885 0.0 0.0 0.0 -0.007
F -4.92573 2.18866 1.63071 0.1 0.3 0.0 0.000
C -4.07676 0.05231 1.08409 0.1 -0.3 -0.1 0.016
S -2.52312 0.74618 0.74025 0.6 0.5 0.0 0.033
C -4.41725 -1.29155 0.98153 0.0 0.0 0.0 0.014
F -3.50864 -2.19570 0.59296 0.2 -0.2 0.1 0.001
C -5.67788 -1.78052 1.25879 0.2 -0.1 -0.1 -0.001
F -5.93605 -3.08280 1.12239 0.0 -0.3 0.0 0.000



8
Properties=species:S:1:pos:R:3:forces:R:3:nbo_charge:R:1 method="wB97M-V/def2-TZVPD" smiles=NP(S)S orbital_gap_ev=9.892 max_force_ha_per_bohr=0.0447 e_above_lowest_ev=0.000 lumo_energy_ev=0.56 homo_ev=-9.33
N -0.61075 0.08175 -1.25422 0.7 -0.1 -0.1 -1.164
P -0.25076 -0.51550 0.32391 1.8 -0.5 -1.4 0.779
S 1.97972 -0.72834 0.12901 -1.1 0.5 0.0 -0.352
S -0.23617 1.19146 1.52274 0.1 0.4 0.4 -0.317
H -0.07885 0.80093 -1.74778 0.6 -0.5 0.5 0.388
H -1.50889 0.50039 -1.20499 -1.3 0.0 0.0 0.374
H 2.11054 -2.04961 0.28506 -0.4 -0.1 0.0 0.152
H -1.40485 0.71892 1.94628 -0.3 0.3 0.5 0.140